Arrangement P

A 11-piece molecular cluster, C20H65N19O11 overall, computed with the ωB97M-V functional and the def2-TZVPD basis.

Its SMILES is COC[C@H](C)N.COC[C@H](C)N.COC[C@H](C)N.NC(N)=O.NC(N)=O.NC(N)=O.NC(N)=O.NC(N)=O.NC(N)=O.NC(N)=O.NC(N)=O. The value obtained for the molar mass is 747.862 g/mol. Its HOMO-LUMO gap is 9.2 eV. The HOMO energy is -0.32197 Eh.

```
! wB97M-V def2-TZVPD RIJCOSX def2/J DEFGRID3
* xyz 0 1
O 9.6420 9.1300 7.3792
O 9.4749 11.1349 13.9950
O 15.3397 9.6827 9.6006
O 12.0383 8.0941 10.5609
O 12.7995 15.4360 16.0471
O 11.4359 7.0012 15.5184
O 12.1408 11.8694 16.8122
O 9.2516 6.1088 11.3407
O 6.5176 10.0522 10.3819
O 13.1874 15.2282 12.1891
O 12.4743 12.1650 10.3956
N 9.3829 8.3318 10.8068
N 13.4259 12.5928 15.0505
N 13.1405 10.1250 7.8891
N 13.1141 17.1734 10.8955
N 7.6273 11.3865 8.9797
N 9.3831 14.8540 17.3499
N 13.0123 15.0960 9.8886
N 13.5815 10.4035 15.6303
N 11.9432 5.9074 10.2880
N 11.1032 7.6699 13.3403
N 13.9111 6.9996 9.8662
N 11.4590 5.4287 13.9560
N 14.4681 10.1036 12.3545
N 7.5317 7.5709 11.9680
N 11.6902 12.8094 12.4104
N 6.7100 12.2257 10.9517
N 9.5641 10.7803 16.2705
N 10.6504 11.1305 11.3656
N 8.2251 9.3615 14.9591
C 15.5426 10.8092 11.6671
C 12.9734 11.6359 15.9088
C 8.8553 8.0283 7.1488
C 13.1364 15.7782 11.0867
C 11.0455 8.8979 7.3504
C 8.7426 7.2607 11.3825
C 10.1860 14.4329 15.1021
C 11.7036 10.2557 7.5242
C 11.5452 15.8172 16.6022
C 9.0776 10.4785 14.9752
C 11.7106 12.0326 11.3728
C 16.3181 10.1090 10.5694
C 15.9098 9.3239 8.3749
C 6.9480 11.1682 10.1373
C 11.6060 11.2543 6.3940
C 12.6151 7.0346 10.1783
C 13.3770 16.3673 15.1669
C 16.6101 11.2241 12.7631
C 10.5957 14.5877 16.5507
C 11.3093 6.7960 14.3175
H 12.8057 14.1155 9.7589
H 17.5622 11.4502 12.3155
H 14.2942 7.9574 9.6583
H 12.7453 16.6940 14.3396
H 11.2059 10.6698 8.4427
H 16.7209 8.5941 8.5159
H 10.9007 5.8767 10.5545
H 9.2622 7.1440 7.7493
H 12.7450 15.6695 9.1328
H 14.2728 6.2298 9.3583
H 9.7732 15.3966 14.7911
H 6.4686 11.9843 11.9006
H 7.7938 8.1166 7.4056
H 13.6041 17.2830 15.7369
H 8.8953 9.1250 10.4335
H 11.1980 8.6315 13.5019
H 9.5089 9.9979 16.8920
H 11.4360 7.4151 12.4101
H 11.3597 8.1322 8.0955
H 16.5081 10.4329 13.5180
H 15.0640 11.6694 11.1962
H 12.9752 13.4808 15.0242
H 16.9344 10.8795 10.1048
H 11.6279 4.9697 14.8153
H 16.4245 10.2212 8.0121
H 10.6215 5.0591 13.4945
H 15.1334 9.0098 7.6678
H 10.5694 11.4728 6.0928
H 7.1399 8.3917 11.5497
H 6.8776 6.7576 11.9024
H 13.6508 9.9448 11.6649
H 13.1824 10.0085 8.8939
H 13.9943 12.4001 14.2607
H 8.8048 14.0171 17.4325
H 7.7995 8.9418 14.1286
H 13.5122 17.6852 11.6652
H 11.1402 13.6803 16.9109
H 13.0462 9.6146 15.9944
H 8.3166 12.1494 8.9933
H 11.1555 8.4529 6.3644
H 11.1608 16.6136 15.9721
H 10.9540 10.3735 10.7727
H 8.8810 7.6547 6.1250
H 12.1188 10.9314 5.4957
H 10.2068 11.0090 12.2472
H 11.5783 16.1544 17.6382
H 12.4536 13.4902 12.4548
H 14.2482 15.8952 14.8064
H 10.9917 14.2890 14.4126
H 13.7462 10.1988 14.6020
H 8.1020 8.8981 15.8398
H 13.6713 17.4944 10.0910
H 16.1964 12.0515 13.3160
H 12.2572 5.0873 9.7952
H 14.6326 9.1896 12.7054
H 12.0302 12.1986 6.7566
H 10.3049 8.2028 10.4128
H 9.7391 15.1065 18.2802
H 10.4033 11.3272 16.4102
H 10.9644 12.8020 13.1441
H 9.5056 13.5958 14.9352
H 13.5343 11.0659 7.8148
H 7.4911 12.9356 10.9301
H 7.9895 10.5620 8.5439
H 16.9114 9.2626 10.9426
*
```

Atom charges from the Mulliken analysis, given in e for atoms 1 to 6: O -0.230; O -0.540; O -0.025; O -0.224; O -0.297; O -0.687

---

Arrangement Q

A 11-piece molecular cluster, C20H65N19O11 overall, computed with the ωB97M-V functional and the def2-TZVPD basis.

Its SMILES is COC[C@H](C)N.COC[C@H](C)N.COC[C@H](C)N.NC(N)=O.NC(N)=O.NC(N)=O.NC(N)=O.NC(N)=O.NC(N)=O.NC(N)=O.NC(N)=O. The value obtained for the molar mass is 747.862 g/mol. Its HOMO-LUMO gap is 9.6 eV. The HOMO energy is -0.33441 Eh.

```
! wB97M-V def2-TZVPD RIJCOSX def2/J DEFGRID3
* xyz 0 1
O -1.5799 -5.3237 2.7823
O 0.3476 5.4230 -2.2535
O -0.0291 -3.9380 -3.1473
O 0.1470 2.3308 3.6125
O -2.1435 1.5347 -1.0766
O 1.2084 -1.6483 -0.4969
O 4.9663 4.3879 0.9415
O -4.0994 -0.7710 0.3130
O 3.2077 -1.2776 -5.1373
O -4.4906 3.1359 3.2823
O 0.9415 1.2873 -3.5188
N -3.7562 1.1927 2.6557
N -4.4348 2.6405 1.0243
N -4.3253 -0.0337 -1.9079
N -1.6902 -2.9307 -1.8136
N 2.7242 -3.1257 -1.5812
N 2.7450 1.5154 -4.9577
N -3.8684 -3.8932 0.3860
N -6.1320 -0.8627 -0.7344
N 2.1004 -0.8283 3.0747
N 2.5961 -3.0713 0.7672
N -1.9789 -5.0527 -2.7654
N 2.3610 -3.4361 -4.8464
N 0.3421 5.8524 -0.0713
N -1.2471 -0.2948 0.2900
N 0.1728 1.1062 -0.9186
N 1.4106 3.4007 -4.4448
N -1.0866 4.2396 -0.9378
N 1.1239 -1.5864 -4.2780
N 3.8299 1.0347 0.6465
C -0.3354 -4.7013 2.9143
C 2.1733 -2.4883 -0.4560
C -3.4137 -3.2211 2.7044
C -2.8537 -3.7646 1.3561
C -2.2725 -5.1408 1.5808
C 1.6258 2.0246 -4.2436
C 4.3925 3.1269 1.2958
C 5.6091 5.0703 1.9934
C 2.3046 -2.0468 -4.7373
C -1.1560 0.8005 -0.5705
C 1.0142 0.1992 2.8920
C -4.7206 -0.5541 -0.7482
C -4.2225 2.3695 2.3517
C -1.1524 -3.9253 -2.6646
C 4.1468 2.2718 0.0395
C -0.2877 -0.3736 3.4265
C 0.0634 3.0863 2.4087
C 3.0332 2.7516 -0.8934
C -0.1406 5.1869 -1.1341
C 1.2567 1.4819 3.6523
H -0.2401 -0.4173 4.5140
H 6.4979 4.5439 2.2766
H -4.1131 -3.9350 3.1135
H -3.8289 0.4643 1.9279
H -6.6114 -0.8031 0.1827
H -1.4340 3.9052 -0.0599
H 2.4099 -2.5750 1.6377
H 3.1832 3.7268 -1.3524
H -0.9359 -2.2562 -1.4979
H -2.3910 -3.2982 -1.1574
H -5.0313 0.4017 -2.4732
H -0.4671 -3.6217 2.9864
H -3.9387 1.9983 0.4194
H 1.1903 -0.6963 -3.8872
H 0.7442 3.8994 -3.8733
H 0.4531 1.6345 -1.7166
H -2.9483 -4.9052 -2.6440
H 3.1091 0.5936 -4.7267
H 4.6386 0.4329 0.8093
H 3.1479 1.9787 -5.7481
H -2.1648 -0.7264 0.5159
H 2.8588 -3.7989 -5.6366
H 0.9392 3.6729 2.2409
H 2.3726 -2.9699 -2.5261
H 2.1579 2.0285 3.2889
H 0.8963 0.4012 1.8373
H -1.7028 -5.7354 -3.4646
H -3.4512 0.5024 -1.9198
H 2.1420 2.8388 -0.2789
H -0.3797 -0.8263 0.3992
H 0.0976 -5.1499 3.8282
H -2.7439 -3.1250 3.5739
H -1.6223 -5.4067 0.7243
H 3.6148 -3.5520 -1.6273
H -1.2093 0.2291 3.2266
H 1.4569 1.2497 4.7127
H 1.4205 -3.8774 -4.8823
H 0.3780 -4.8346 2.0680
H 5.9422 6.0234 1.6445
H 3.1620 0.4907 0.1051
H -0.8136 3.7263 2.5754
H 0.5178 -2.2448 -3.8058
H -3.9393 -2.2790 2.5357
H 0.9650 0.5283 -0.6242
H -0.1159 2.4868 1.5084
H -2.0710 -3.0292 0.9856
H 5.0836 2.2772 -0.5596
H -4.5618 3.6332 0.8511
H -4.4918 -4.6782 0.4224
H 5.0735 2.5533 1.9054
H 3.3246 -3.7257 0.6917
H 5.0154 5.2421 2.8959
H -1.4579 3.7832 -1.7482
H -6.7808 -0.4394 -1.3596
H 2.8575 1.9852 -1.6864
H 2.0493 3.8687 -5.0720
H -3.1731 -5.8014 1.6359
H 1.0591 6.5122 -0.3568
H 3.4493 3.1028 1.9161
H 3.0376 -0.5217 2.8421
H 1.9603 -1.1186 4.0361
H -0.4746 -1.3953 3.0288
H -3.8956 0.9504 3.6116
H -0.1950 6.0012 0.7555
H -4.4491 -3.0842 0.3978
*
```

Atom charges from the Mulliken analysis, given in e for atoms 1 to 6: O -0.403; O -0.729; O -0.608; O -0.441; O -1.151; O -0.270

---

Bottom line: arrangement P, by a margin of 36.1 kJ/mol.

---

Arrangement P

An isolated ion of composition CH3O4S and charge -1, computed with the ωB97M-V functional and the def2-TZVPD basis.

Its SMILES is C=[S@](=O)([O-])OO. The value obtained for the molar mass is 111.098 g/mol. Its HOMO-LUMO gap is 8.3 eV. The HOMO energy is -0.15214 Eh.

```
! wB97M-V def2-TZVPD RIJCOSX def2/J DEFGRID3
* xyz -1 1
S 0.5045 0.8639 -0.1225
O 1.7110 -0.4066 0.8704
O 0.8461 2.1770 0.4782
O 0.8784 0.7260 -1.5408
O 2.8251 -0.6716 0.0453
C -1.0505 0.3135 0.1427
H -1.0881 0.0861 1.1437
H 2.3966 -0.4104 -0.8296
H -1.2142 -0.5011 -0.4521
*
```

Atom charges from the Mulliken analysis, given in e for atoms 1 to 6: S 0.963; O -0.391; O -0.595; O -0.686; O -0.369; C -0.823

---

Arrangement Q

A 2-piece molecular cluster, CH3O4S overall, computed with the ωB97M-V functional and the def2-TZVPD basis.

The value obtained for the molar mass is 111.098 g/mol. Its HOMO-LUMO gap is 7.7 eV. The HOMO energy is -0.15315 Eh.

```
! wB97M-V def2-TZVPD RIJCOSX def2/J DEFGRID3
* xyz -1 1
S 1.4066 -1.4268 -0.0031
O 2.7308 -2.6356 -0.3421
O -2.8225 1.4538 -0.9457
O 1.5245 -1.0700 1.4189
O 1.9504 -0.3339 -0.8431
C -1.8030 2.0549 -0.9307
H -0.8968 1.7353 -0.4335
H 3.2945 -1.8667 -0.6014
H -1.7196 3.0619 -1.5476
*
```

Atom charges from the Mulliken analysis, given in e for atoms 1 to 6: S 0.464; O -0.563; O -0.377; O -0.551; O -0.632; C -0.029

---

Arrangement R

An isolated ion of composition CH3O4S and charge -1, computed with the ωB97M-V functional and the def2-TZVPD basis.

The value obtained for the molar mass is 111.098 g/mol. Its HOMO-LUMO gap is 7.3 eV. The HOMO energy is -0.11901 Eh.

```
! wB97M-V def2-TZVPD RIJCOSX def2/J DEFGRID3
* xyz -1 1
S 0.4787 0.8687 -1.0825
O -0.2296 -0.1472 1.3847
O -0.6708 -1.5217 -0.3264
O 1.7489 0.3821 -0.5647
O 0.1657 2.2493 -0.6324
C -0.7283 -0.1524 0.1062
H 0.8035 -0.1330 1.2891
H 0.1937 -1.7521 -0.2637
H -1.7616 0.2063 0.0898
*
```

Atom charges from the Mulliken analysis, given in e for atoms 1 to 6: S 0.468; O -0.517; O -0.506; O -0.659; O -0.632; C -0.152

---

Bottom line: arrangement R, by a margin of 24.8 kJ/mol.

---

Arrangement P

An isolated ion of composition C10H15N2 and charge +1, computed with the ωB97M-V functional and the def2-TZVPD basis.

Its SMILES is C=c1[nH+]c(C)c(=C)c(N)c1CC. The value obtained for the molar mass is 163.244 g/mol. Its HOMO-LUMO gap (spin up / spin down) is 6.5 / 5.9 eV. The HOMO energy (spin up / spin down) is -0.42084 / -0.41003 Eh.

```
! wB97M-V def2-TZVPD RIJCOSX def2/J DEFGRID3
* xyz 1 1
N 0.4374 2.3695 -0.2312
N -1.0829 -1.3369 0.1766
C 0.3802 -1.2845 0.0569
C 3.3448 -0.3565 0.5651
C 0.9570 -2.5388 -0.0199
C 0.9260 0.0015 -0.1687
C -1.4614 0.9839 -0.0955
C 2.3828 0.2417 -0.4741
C -1.9487 -0.3160 0.1581
C -2.2597 2.0499 -0.3248
C -3.3312 -0.6380 0.2837
C 0.0185 1.1207 -0.0770
H 0.2970 -3.3831 0.0663
H 2.5642 1.2234 -0.7702
H -1.8193 2.9661 -0.5622
H -0.2083 3.1076 -0.2338
H -3.5680 -1.4109 -0.4681
H 2.5177 -0.4714 -1.3990
H -3.2668 2.0918 -0.4184
H 3.4759 0.4081 1.3622
H -3.8811 0.2811 -0.0449
H 1.3851 2.6305 -0.1074
H 4.2119 -0.7106 0.0682
H 2.0310 -2.5691 0.0455
H -1.4366 -2.2955 0.3229
H -3.5686 -0.9669 1.2472
H 2.9031 -1.1974 1.0424
*
```

Atom charges from the Mulliken analysis, given in e for atoms 1 to 6: N -0.376; N -0.072; C 0.639; C -1.187; C -1.441; C 0.363

---

Arrangement Q

An isolated ion of composition C10H15N2 and charge +1, computed with the ωB97M-V functional and the def2-TZVPD basis.

Its SMILES is Cc1cccc([C@@]2([NH3+])CN2C)c1. The value obtained for the molar mass is 163.244 g/mol. Its HOMO-LUMO gap is 9.3 eV. The HOMO energy is -0.45788 Eh.

```
! wB97M-V def2-TZVPD RIJCOSX def2/J DEFGRID3
* xyz 1 1
N 1.9277 -0.9678 1.6631
N 2.5761 0.2362 -0.1834
C 2.7123 1.4581 -0.9389
C -2.7450 1.0067 -0.0602
C -0.2100 0.1000 0.3465
C -1.7450 1.8859 0.3252
C 2.1388 -1.0580 -0.7623
C -0.4789 1.3998 0.6180
C -1.1996 -0.8033 0.0279
C -3.5278 -1.3528 -0.5155
C 1.4519 -0.3735 0.3631
C -2.5296 -0.3779 -0.1384
H -3.0864 -2.4016 -0.1765
H -4.5980 -1.0659 -0.1523
H 0.3620 2.1202 0.9328
H 1.7916 -1.1948 -1.7806
H 1.2480 -0.8322 2.4051
H 1.8050 1.9888 -1.4467
H 2.2378 -1.9315 1.5726
H -3.6965 1.3400 -0.2395
H -3.7373 -1.5144 -1.5124
H 3.0193 2.3085 -0.3009
H -1.8265 2.8755 0.4942
H 2.7398 -1.9467 -0.6200
H -0.8906 -1.9152 -0.1291
H 3.5532 1.4240 -1.7577
H 2.7076 -0.4078 1.9657
*
```

Atom charges from the Mulliken analysis, given in e for atoms 1 to 6: N -0.206; N -0.257; C -0.875; C -0.727; C -0.012; C -0.843

---

Bottom line: arrangement P, by a margin of 130.8 kJ/mol.